Entry 1:
C4H14N2OS2 | wB97M-V/def2-TZVPD

Structure (XYZ):
```
23
Properties=species:S:1:pos:R:3
C 2.2337 -2.0756 1.2801
N 1.2615 -1.0130 1.4969
C -0.0297 -1.3097 0.6830
C -0.8687 -0.0897 0.5691
N -1.9881 -0.2158 -0.3724
C 0.0063 1.2399 0.4624
S -0.6546 2.9691 0.5985
S -2.2285 2.9551 -0.7715
H 2.5844 -2.0890 0.2715
H 3.0440 -2.0572 2.1310
H 1.7896 -3.0747 1.2646
H 1.0658 -0.8732 2.5632
H -0.5986 -2.1830 1.1271
H 0.1586 -1.7359 -0.2978
H -1.4299 -0.0794 1.6103
H -1.8026 -0.0243 -1.3351
H -2.5837 0.5533 -0.2421
H 0.6529 1.1156 -0.3755
H 0.7624 1.2641 1.2761
H -1.7007 3.1689 -1.9519
O -0.2330 1.1122 -3.1130
H 0.2883 0.5403 -3.7598
H 0.2706 1.9019 -3.1145
```

SMILES string: CNC[C@H](N)CSS.O
Net charge: 0

---

Entry 2:
C4H14N3 | wB97M-V/def2-TZVPD

Structure (XYZ):
```
21
Properties=species:S:1:pos:R:3
C 2.6629 -0.2907 0.2080
C -1.4364 1.5898 0.6085
C -1.1229 -1.1784 1.0114
C -0.8291 0.7670 -0.4827
N -0.5106 1.2088 -1.6928
N -0.7859 -0.5443 -0.2647
N -0.6071 -1.3284 -1.4070
H 3.3772 -0.1672 -0.6302
H 1.7243 -0.0547 -0.1391
H 2.6584 -1.3951 0.3104
H -1.4058 2.7442 0.3407
H -2.4997 1.5883 0.8764
H -0.8919 1.5935 1.5182
H -0.3660 -1.2433 1.8370
H -1.9483 -0.5040 1.4678
H -1.5925 -2.1552 0.8438
H -0.2365 0.5107 -2.3418
H -0.7377 2.0374 -2.1353
H 3.1387 0.3061 1.0834
H -1.5220 -1.8614 -1.5088
H 0.2067 -1.9915 -1.3412
```

Net charge: +1

---

Entry 3:
C4H14N3 | wB97M-V/def2-TZVPD

Structure (XYZ):
```
21
Properties=species:S:1:pos:R:3
C 0.8238 0.8098 2.2792
N 1.1672 -0.0302 1.1041
C 1.3176 -1.4809 1.4095
H 0.8328 1.8850 2.0387
H -0.1904 0.5912 2.6141
H 1.5454 0.6671 3.0796
H 2.0168 0.3105 0.6500
H 0.4699 0.1161 0.3224
H 2.1531 -1.6291 2.1050
H 1.4521 -1.9866 0.4651
H 0.4070 -1.8063 1.9277
C 0.7069 -0.0402 -1.9619
N -0.4145 0.5933 -1.3026
C -1.6270 -0.0627 -1.2405
N -2.6192 0.4086 -0.5931
H 1.6033 0.5674 -1.8631
H 0.8692 -1.0657 -1.6461
H 0.4903 -0.1144 -3.0512
H -0.5579 1.5932 -1.2351
H -1.6553 -1.0211 -1.7741
H -3.4433 -0.1107 -0.8923
```

Net charge: +1

---

Entry 4:
C4H14N3 | wB97M-V/def2-TZVPD

Structure (XYZ):
```
21
Properties=species:S:1:pos:R:3
C 1.3932 1.4046 0.1384
C 0.8775 -0.9750 0.0936
N 1.6398 0.0429 -0.3818
N 0.1891 -0.9428 1.2406
N 1.0203 -2.1772 -0.4768
H 1.6674 -0.1096 -1.3616
H 0.0240 -0.0174 1.6119
H -0.6463 -1.5049 1.3177
H 1.7634 -2.2761 -1.1531
H 0.8454 -3.0225 0.0358
H 0.7238 1.5077 0.9797
H 1.0636 2.0937 -0.6289
H 2.3624 1.6925 0.5473
C -1.7363 1.6503 -0.4651
C -2.7825 0.5421 -0.0951
H -2.3582 2.4628 -0.8298
H -1.1498 1.9068 0.3948
H -1.1824 1.1868 -1.2801
H -2.2601 -0.4124 -0.0836
H -3.6589 0.5469 -0.7326
H -3.2115 0.7301 0.8933
```

Net charge: +1

---

Entry 5:
C4H14N3 | wB97M-V/def2-TZVPD

Structure (XYZ):
```
21
Properties=species:S:1:pos:R:3
N -0.6333 1.5764 1.8221
C -1.6239 0.6132 1.2861
C -0.9655 -0.5491 0.5273
C 0.4347 -0.1750 -0.0582
N 0.2557 1.0296 -0.8711
C 0.8372 -1.3475 -0.9677
N 2.1185 -1.0444 -1.6210
H -1.0659 2.1900 2.5060
H 0.0153 1.0057 2.3529
H -2.3054 1.1401 0.6090
H -2.2978 0.2951 2.0871
H -1.6166 -0.7675 -0.3208
H -0.8739 -1.4618 1.1110
H 1.1655 0.0431 0.7121
H 1.0936 1.3270 -1.3855
H -0.0182 1.8030 -0.2322
H -0.4361 0.8933 -1.6153
H 0.0790 -1.3935 -1.7552
H 0.8326 -2.3142 -0.4706
H 2.8993 -1.4919 -1.1530
H 2.1054 -1.3718 -2.5631
```

SMILES string: NCC[C@H]([NH3+])CN
Net charge: +1

---

Entry 6:
C4H14N3 | wB97M-V/def2-TZVPD

Structure (XYZ):
```
21
Properties=species:S:1:pos:R:3
C -0.9904 1.8267 -1.1067
C 0.0702 0.8880 -1.7043
H -0.7461 2.4114 -0.2108
H -1.2286 2.5192 -1.9406
H -1.8172 1.1748 -0.7945
H -0.1462 0.9264 -2.8064
H -0.0517 -0.1751 -1.5723
H 1.0877 1.1131 -1.4421
C 2.0809 -0.9359 0.6157
C -0.3474 -0.8475 1.1029
N 0.8791 -0.3615 1.3499
N -0.6137 -1.5793 0.0292
N -1.3236 -0.1403 1.7277
H 1.0675 0.4443 1.9207
H 0.0133 -2.3078 -0.2734
H -1.4983 -1.5365 -0.4604
H -1.1133 0.1051 2.6829
H -2.2743 -0.3994 1.5095
H 2.1330 -0.4446 -0.3597
H 1.9246 -1.9988 0.4555
H 2.8944 -0.6825 1.2772
```

Net charge: +1

---

How do the records compare in HOMO? In the order shown, they have -8.663, -14.729, -12.960, -15.222, -13.832, -14.560 eV.
How do the records compare in total energy? In the order shown, they have -31071.6155, -8837.6085, -8838.3700, -8839.1000, -8839.3235, -8838.7706 eV.
How do the records compare in energy relative to the best compared isomer or geometry (same formula, charge and spin)? In the order shown, they have 109.4, 232.9, 159.5, 89.0, 67.5, 120.8 kJ/mol.